[1]
The following is a quantum chemistry calculation of a cluster of 2 separate species, C5H11N2 in total, from the OMol25 dataset.

XYZ file:
```
18
C5H11N2, DFT ωB97M-V with the def2-TZVPD basis set
C -0.615 -0.544 -2.367
C 0.125 -1.325 -3.138
C -2.232 -0.540 -0.563
N -1.501 -1.139 -1.416
H -0.610 0.534 -2.389
H 0.086 -2.401 -3.071
H 0.784 -0.852 -3.855
H -2.790 -1.130 0.152
H -2.296 0.540 -0.571
H -1.483 -2.157 -1.417
C 1.382 1.315 3.329
C 1.342 0.929 1.043
N 1.997 1.358 2.020
H 2.004 0.705 3.981
H 0.365 0.906 3.307
H 1.348 2.324 3.741
H 1.771 0.946 0.045
H 0.321 0.530 1.168
```

**Molecular weight**: 99.16 g mol⁻¹
**Maximum force**: 0.521 eV/A
**Energy above the lowest of the compared OMol25 structures with the same formula, charge and spin**: 2.831 eV
**Highest occupied orbital energy**: -12.48 eV
**E_tot**: -8334.2884 eV
**Charge**: +1
**Gap between HOMO and LUMO**: 6.8 eV

Results of the Löwdin charge analysis, in e, for atoms 1 through 5: C -0.13; C 0.12; C 0.19; N 0.04; H 0.13

=====

[2]
The following is a quantum chemistry calculation of a cluster of 2 separate species, C5H11N2 in total in a non-equilibrium geometry, from the OMol25 dataset.

XYZ file:
```
18
C5H11N2, DFT ωB97M-V with the def2-TZVPD basis set
C -1.171 0.078 0.278
C -2.673 -1.945 0.905
C 1.622 0.177 -1.313
C 1.550 2.485 0.136
C 0.747 1.442 -0.799
N -0.287 0.761 -0.074
N -1.859 -2.876 1.299
H -2.832 -1.920 -0.211
H -3.309 -1.555 1.694
H 1.524 -0.597 -0.474
H 1.198 -0.037 -2.355
H 2.729 0.422 -1.312
H 1.831 1.975 1.014
H 1.129 3.342 0.456
H 2.484 2.649 -0.438
H 0.299 1.997 -1.591
H -1.476 -3.493 0.614
H -1.505 -2.906 2.173
```

**Molecular weight**: 99.16 g mol⁻¹
**Spin multiplicity**: 3
**Maximum force**: 7.585 eV/A
**Energy above the lowest of the compared OMol25 structures with the same formula, charge and spin**: 4.016 eV
**Highest occupied orbital energy (alpha / beta)**: -11.23 / -15.63 eV
**E_tot**: -8329.1614 eV
**Charge**: +1
**Gap between HOMO and LUMO (alpha / beta)**: 8.3 / 6.1 eV

Results of the Löwdin charge analysis, in e, for atoms 1 through 5: C 0.25; C -0.15; C -0.03; C 0.00; C -0.33

=====

[3]
The following is a quantum chemistry calculation of a cluster of 2 separate species, C5H11N2O in total, from the OMol25 dataset.

XYZ file:
```
19
C5H11N2O, DFT ωB97M-V with the def2-TZVPD basis set
C 0.567 -1.886 -2.022
C 0.237 -1.864 -0.519
C -0.433 -0.586 -0.113
C -1.731 -0.205 -0.171
N -1.783 1.106 0.257
C -0.563 1.531 0.543
N 0.262 0.525 0.341
H 1.491 -1.343 -2.191
H -0.228 -1.381 -2.574
H 0.571 -2.884 -2.435
H 1.114 -2.008 0.105
H -0.449 -2.651 -0.232
H -2.599 -0.775 -0.461
H -2.612 1.687 0.256
H -0.262 2.523 0.843
H 1.266 0.548 0.446
H 2.369 2.984 2.562
H 1.132 2.286 3.086
O 1.651 2.393 2.279
```

**Molecular weight**: 115.16 g mol⁻¹
**Maximum force**: 0.827 eV/A
**Energy above the lowest of the compared OMol25 structures with the same formula, charge and spin**: 0.088 eV
**Highest occupied orbital energy**: -13.92 eV
**E_tot**: -10385.5173 eV
**Charge**: +1
**Gap between HOMO and LUMO**: 11.2 eV

Results of the Löwdin charge analysis, in e, for atoms 1 through 5: C -0.07; C -0.16; C -0.21; C 0.02; N 0.12

=====

[4]
The following is a quantum chemistry calculation of the ion C5H11N2O with charge +1 in a non-equilibrium geometry, from the OMol25 dataset.

XYZ file:
```
19
C5H11N2O, DFT ωB97M-V with the def2-TZVPD basis set
C 1.040 0.763 0.944
C -0.134 0.219 0.146
C -1.255 1.237 0.038
N -0.666 -0.906 0.803
C -0.399 -2.070 0.284
N 0.158 -1.926 -0.861
C 0.433 -0.522 -1.198
O 1.823 -0.338 -1.353
H 0.657 1.412 1.750
H 1.863 1.169 0.365
H 1.464 -0.108 1.465
H -1.601 1.479 -0.927
H -0.863 2.183 0.313
H -2.036 1.002 0.680
H -0.947 -0.778 1.750
H -1.008 -2.967 0.438
H 0.599 -2.739 -1.392
H -0.159 -0.196 -2.096
H 2.027 0.575 -1.333
```

**Molecular weight**: 115.16 g mol⁻¹
**Maximum force**: 4.575 eV/A
**Energy above the lowest of the compared OMol25 structures with the same formula, charge and spin**: 1.841 eV
**Highest occupied orbital energy**: -14.77 eV
**SMILES**: CC1(C)NC=[NH+][C@@H]1O
**E_tot**: -10383.7641 eV
**Charge**: +1
**Gap between HOMO and LUMO**: 10.8 eV

Results of the Löwdin charge analysis, in e, for atoms 1 through 5: C 0.01; C -0.43; C 0.02; N 0.10; C -0.05

=====

[5]
The following is a quantum chemistry calculation of a cluster of 2 separate species, C5H11N2O in total in a non-equilibrium geometry, from the OMol25 dataset.

XYZ file:
```
19
C5H11N2O, DFT ωB97M-V with the def2-TZVPD basis set
O 2.662 -0.578 -0.846
C 2.526 0.397 0.048
C 1.276 1.048 0.152
C 0.148 0.751 -0.848
C -1.164 1.023 -0.092
C -2.912 -0.528 -0.165
N -1.816 -0.149 0.355
N 0.808 -1.549 0.764
H 3.382 0.760 0.619
H 0.927 0.961 1.198
H 0.198 1.287 -1.790
H 0.214 -0.334 -0.985
H -1.818 1.726 -0.618
H -0.938 1.671 0.784
H -3.328 -1.452 0.228
H -3.517 0.077 -0.845
H 1.273 -1.690 1.665
H 0.125 -2.299 0.655
H 1.955 -1.122 -0.280
```

**Molecular weight**: 115.16 g mol⁻¹
**Maximum force**: 4.162 eV/A
**Energy above the lowest of the compared OMol25 structures with the same formula, charge and spin**: 9.290 eV
**Highest occupied orbital energy**: -13.58 eV
**E_tot**: -10376.3152 eV
**Charge**: +1
**Gap between HOMO and LUMO**: 5.1 eV

Results of the Löwdin charge analysis, in e, for atoms 1 through 5: O 0.08; C -0.09; C 0.09; C -0.13; C -0.27

=====

[6]
The following is a quantum chemistry calculation of the ion C5H11N2O with charge +1 in a non-equilibrium geometry, from the OMol25 dataset.

XYZ file:
```
19
C5H11N2O, DFT ωB97M-V with the def2-TZVPD basis set
C 1.108 -1.322 -0.220
C 0.739 0.888 -0.415
C -1.206 -0.534 -0.363
C 2.976 -0.072 0.484
C -3.283 0.491 0.109
N 1.571 -0.130 0.031
N -0.276 -1.515 -0.169
O -2.283 -0.449 0.471
H 1.611 -2.281 -0.125
H 0.344 0.940 -1.534
H 0.526 1.780 0.150
H -1.366 -0.150 -1.384
H 3.082 0.992 0.803
H 3.015 -0.717 1.368
H 3.834 -0.335 -0.172
H -3.992 -0.035 -0.458
H -2.858 1.325 -0.315
H -3.634 0.934 0.945
H -0.552 -2.198 0.522
```

**Molecular weight**: 115.16 g mol⁻¹
**Maximum force**: 3.601 eV/A
**Energy above the lowest of the compared OMol25 structures with the same formula, charge and spin**: 5.166 eV
**Highest occupied orbital energy**: -12.49 eV
**E_tot**: -10380.4393 eV
**Charge**: +1
**Gap between HOMO and LUMO**: 8.4 eV

Results of the Löwdin charge analysis, in e, for atoms 1 through 5: C -0.05; C 0.03; C -0.13; C 0.01; C -0.01

=====

[7]
The following is a quantum chemistry calculation of the ion C5H11N2O with charge +1 in a non-equilibrium geometry, from the OMol25 dataset.

XYZ file:
```
19
C5H11N2O, DFT ωB97M-V with the def2-TZVPD basis set
C -1.745 0.003 2.311
C -0.471 0.515 1.675
C 0.209 -0.293 0.684
N 0.627 -0.106 -0.467
C 0.582 1.251 -0.992
C 1.252 -1.338 -1.544
N 1.049 -0.909 -2.798
O 1.719 -2.260 -0.950
H -2.464 0.139 1.586
H -1.699 -1.032 2.490
H -1.996 0.536 3.159
H -0.741 1.460 1.295
H 0.185 0.613 2.528
H 0.394 -1.329 1.026
H 1.434 1.446 -1.613
H 0.617 1.951 -0.198
H -0.306 1.424 -1.541
H 0.205 -0.405 -3.158
H 1.150 -1.665 -3.495
```

**Molecular weight**: 115.16 g mol⁻¹
**Maximum force**: 4.902 eV/A
**Energy above the lowest of the compared OMol25 structures with the same formula, charge and spin**: 2.229 eV
**Highest occupied orbital energy**: -15.63 eV
**SMILES**: CC/C=[N+](\C)C(N)=O
**E_tot**: -10383.3759 eV
**Charge**: +1
**Gap between HOMO and LUMO**: 11.7 eV

Results of the Löwdin charge analysis, in e, for atoms 1 through 5: C -0.04; C -0.18; C -0.06; N 0.02; C -0.01

=====

[8]
The following is a quantum chemistry calculation of the ion C5H11N2O with charge +1 in a non-equilibrium geometry, from the OMol25 dataset.

XYZ file:
```
19
C5H11N2O, DFT ωB97M-V with the def2-TZVPD basis set
C 0.244 -1.230 -1.703
N 0.982 -0.325 -0.782
C 0.185 0.218 0.283
C 0.753 -0.571 1.672
N 0.174 -0.233 2.827
O 1.674 -1.338 1.420
C -0.082 1.713 0.245
C -1.197 0.687 -0.044
H -0.069 -1.970 -1.062
H -0.402 -0.593 -2.240
H 0.816 -1.583 -2.527
H 1.490 0.382 -1.462
H 1.698 -0.926 -0.286
H -0.719 0.255 2.994
H 0.591 -0.747 3.559
H 0.553 2.211 -0.643
H -0.024 2.444 1.041
H -1.858 0.401 0.797
H -1.801 0.445 -1.000
```

**Molecular weight**: 115.16 g mol⁻¹
**Maximum force**: 4.289 eV/A
**Energy above the lowest of the compared OMol25 structures with the same formula, charge and spin**: 2.816 eV
**Highest occupied orbital energy**: -14.63 eV
**SMILES**: C[NH2+]C1(C(N)=O)CC1
**E_tot**: -10382.7892 eV
**Charge**: +1
**Gap between HOMO and LUMO**: 11.6 eV

Results of the Löwdin charge analysis, in e, for atoms 1 through 5: C 0.03; N 0.01; C -0.35; C -0.37; N 0.22

=====

[9]
The following is a quantum chemistry calculation of the ion C5H11N2O with charge +1 in a non-equilibrium geometry, from the OMol25 dataset.

XYZ file:
```
19
C5H11N2O, DFT ωB97M-V with the def2-TZVPD basis set
C -1.456 2.307 0.410
C 0.173 1.022 -0.712
C 0.545 -2.637 0.252
C 0.895 -0.231 -0.505
C -0.100 -1.220 0.132
N -0.772 1.266 -1.812
N -0.166 1.684 0.576
O 0.416 1.828 -1.753
H -1.621 3.350 0.395
H -2.260 1.654 0.533
H 1.305 -2.873 -0.520
H -0.224 -3.304 0.132
H 0.955 -2.865 1.169
H 1.349 -0.644 -1.395
H 1.819 -0.051 0.187
H -0.317 -0.969 1.119
H -1.007 -1.439 -0.390
H 0.659 2.276 0.958
H -0.194 0.846 1.224
```

**Molecular weight**: 115.16 g mol⁻¹
**Spin multiplicity**: 3
**Maximum force**: 4.142 eV/A
**Energy above the lowest of the compared OMol25 structures with the same formula, charge and spin**: 4.774 eV
**Highest occupied orbital energy (alpha / beta)**: -13.67 / -15.76 eV
**E_tot**: -10377.4458 eV
**Charge**: +1
**Gap between HOMO and LUMO (alpha / beta)**: 10.0 / 10.0 eV

Results of the Löwdin charge analysis, in e, for atoms 1 through 5: C 0.15; C -0.53; C -0.06; C -0.10; C -0.20

=====

[10]
The following is a quantum chemistry calculation of an isolated molecule of C5H11N2O2P in a non-equilibrium geometry, from the OMol25 dataset.

XYZ file:
```
21
C5H11N2O2P, DFT ωB97M-V with the def2-TZVPD basis set
C -0.111 1.453 -0.162
C 1.257 1.517 -0.588
C 2.144 0.903 0.512
C 1.281 -0.315 0.847
C -0.183 0.169 0.664
N -2.578 -0.339 -0.883
N -1.104 -2.353 0.302
O -1.054 2.110 -0.556
O -0.291 -1.189 -1.793
P -1.030 -0.954 -0.591
H 1.263 0.777 -1.475
H 1.687 2.436 -0.974
H 3.151 0.587 0.235
H 2.220 1.602 1.246
H 1.592 -1.126 0.275
H 1.357 -0.699 1.766
H -0.942 0.263 1.519
H -2.519 0.391 -1.549
H -3.058 0.074 -0.095
H -1.255 -2.332 1.313
H -1.827 -2.976 -0.015
```

**Molecular weight**: 162.13 g mol⁻¹
**Spin multiplicity**: 3
**Maximum force**: 5.325 eV/A
**Energy above the lowest of the compared OMol25 structures with the same formula, charge and spin**: 0.000 eV
**Highest occupied orbital energy (alpha / beta)**: -5.63 / -10.14 eV
**E_tot**: -21724.7501 eV
**Gap between HOMO and LUMO (alpha / beta)**: 6.3 / 7.6 eV

Results of the Löwdin charge analysis, in e, for atoms 1 through 5: C -0.51; C -0.15; C -0.13; C -0.16; C -0.23